C5H8N2O2 | the ωB97M-V functional and the def2-TZVPD basis

## Properties
* E_LUMO (spin up / spin down): 0.533 / 0.532 eV
* DFT total energy: -12384.5183 eV
* total charge: 0
* spin multiplicity: 1
* highest occupied orbital energy (spin up / spin down): -7.4 / -7.3 eV
* strongest force on any atom: 0.0704 Eh/bohr
* molar mass: 128.1 g/mol

```
17
Properties=species:S:1:pos:R:3:forces:R:3:lowdin_charge:R:1
C 1.2563 1.5368 -0.7182 2.120 -0.672 -2.492 -0.17
C -0.6049 1.4857 0.7557 -1.487 1.223 2.580 -0.20
C 2.2035 -0.1654 0.6268 0.909 -1.342 0.521 -0.16
C -1.8942 -1.4031 0.1566 -2.531 -0.992 2.393 -0.10
C -2.3442 -0.0067 -0.1659 -1.623 0.750 1.756 -0.15
N 0.0876 1.4969 -0.2705 1.322 -0.236 -1.153 0.06
N 2.3612 0.6480 -0.3890 -0.799 0.871 -0.221 0.01
O 3.3145 -0.9785 0.5839 0.260 0.710 0.225 -0.05
O -1.8047 1.0403 0.8899 -1.048 -2.413 -1.339 -0.07
H 1.4401 2.0656 -1.6551 0.090 0.288 0.447 0.12
H -2.5438 -2.0310 0.9662 1.548 2.043 -1.506 0.14
H -1.9988 -2.0244 -0.6838 0.049 -0.668 -1.478 0.05
H -0.8932 -1.3694 0.4422 1.828 -0.301 0.623 0.04
H -3.4898 0.0259 -0.0093 1.962 0.563 -0.728 0.14
H -1.9546 0.3054 -1.1383 -0.396 0.220 0.163 0.10
H 3.3123 0.6669 -0.8519 -1.664 0.222 0.163 0.17
H 3.5528 -1.2930 1.4605 -0.540 -0.268 0.049 0.08
```
Forces are in eV/Å.



C5H8N2O2 | the ωB97M-V functional and the def2-TZVPD basis

## Properties
* E_LUMO: 0.288 eV
* DFT total energy: -12388.7569 eV
* total charge: 0
* spin multiplicity: 1
* highest occupied orbital energy: -10.4 eV
* strongest force on any atom: 0.0423 Eh/bohr
* SMILES string: C[C@H]1CN=C(C#N)O1.O
* molar mass: 128.1 g/mol

```
17
Properties=species:S:1:pos:R:3:forces:R:3:lowdin_charge:R:1
C 1.0286 1.2463 -1.8367 0.079 0.018 -0.103 -0.04
C 0.2684 1.2400 -0.5319 -0.041 0.017 0.219 -0.31
C -1.2573 1.4582 -0.6399 0.008 0.133 -0.264 -0.13
N -1.8643 0.3274 0.0661 -0.034 -0.395 0.260 0.14
C -0.9054 -0.4233 0.4111 -0.208 0.364 -0.137 -0.40
C -1.0530 -1.5899 1.2732 -0.972 -0.329 1.802 -0.06
N -1.3075 -2.2568 2.1933 0.579 0.865 -1.911 0.19
O 0.3521 -0.0800 0.0988 0.516 -0.091 -0.053 0.01
H 0.5917 0.5321 -2.5474 0.116 0.153 0.182 0.09
H 0.9714 2.2533 -2.2732 0.022 -0.249 0.071 0.09
H 2.0867 1.0013 -1.6773 -0.291 0.036 -0.062 0.09
H 0.7231 1.9388 0.1834 -0.097 -0.164 -0.159 0.15
H -1.5785 2.4034 -0.1848 0.033 -0.274 -0.090 0.12
H -1.6035 1.4540 -1.6845 0.096 0.013 0.239 0.12
O 1.3924 -3.4786 2.2637 -1.413 -0.151 0.868 -0.11
H 1.6620 -2.5568 2.1634 -0.277 -0.182 0.155 0.02
H 0.4931 -3.4693 2.7227 1.885 0.237 -1.018 0.03
```
Forces are in eV/Å.



Copy entry 2 word for word.
C5H8N2O2 | the ωB97M-V functional and the def2-TZVPD basis

## Properties
* E_LUMO: 0.288 eV
* DFT total energy: -12388.7569 eV
* total charge: 0
* spin multiplicity: 1
* highest occupied orbital energy: -10.4 eV
* strongest force on any atom: 0.0423 Eh/bohr
* SMILES string: C[C@H]1CN=C(C#N)O1.O
* molar mass: 128.1 g/mol

```
17
Properties=species:S:1:pos:R:3:forces:R:3:lowdin_charge:R:1
C 1.0286 1.2463 -1.8367 0.079 0.018 -0.103 -0.04
C 0.2684 1.2400 -0.5319 -0.041 0.017 0.219 -0.31
C -1.2573 1.4582 -0.6399 0.008 0.133 -0.264 -0.13
N -1.8643 0.3274 0.0661 -0.034 -0.395 0.260 0.14
C -0.9054 -0.4233 0.4111 -0.208 0.364 -0.137 -0.40
C -1.0530 -1.5899 1.2732 -0.972 -0.329 1.802 -0.06
N -1.3075 -2.2568 2.1933 0.579 0.865 -1.911 0.19
O 0.3521 -0.0800 0.0988 0.516 -0.091 -0.053 0.01
H 0.5917 0.5321 -2.5474 0.116 0.153 0.182 0.09
H 0.9714 2.2533 -2.2732 0.022 -0.249 0.071 0.09
H 2.0867 1.0013 -1.6773 -0.291 0.036 -0.062 0.09
H 0.7231 1.9388 0.1834 -0.097 -0.164 -0.159 0.15
H -1.5785 2.4034 -0.1848 0.033 -0.274 -0.090 0.12
H -1.6035 1.4540 -1.6845 0.096 0.013 0.239 0.12
O 1.3924 -3.4786 2.2637 -1.413 -0.151 0.868 -0.11
H 1.6620 -2.5568 2.1634 -0.277 -0.182 0.155 0.02
H 0.4931 -3.4693 2.7227 1.885 0.237 -1.018 0.03
```
Forces are in eV/Å.